Entry 1:
{
  "formula": "F4IMnN2O8S4",
  "method": "wB97M-V/def2-TZVPD",
  "multiplicity": 6,
  "charge": -1,
  "e_tot_ev": -112991.1785,
  "orbital_gap_ev": [7.59, 7.60],
  "e_homo_ev": [-6.697, -6.757],
  "elements": ["I", "O", "O", "O", "Mn", "F", "O", "F", "S", "O", "F", "O", "S", "S", "S", "N", "O", "F", "O", "N"],
  "coordinates": [[0.8191, -2.5755, 2.8215], [-1.0358, -3.4484, -1.9156], [1.6994, -2.6591, -2.7084], [2.0560, -0.2949, -2.2017], [-0.3962, -0.8568, 1.0334], [-2.4112, -1.3872, -1.5670], [-0.9407, -1.5109, -3.4785], [-1.2584, 1.3966, -0.8015], [1.3610, -1.5052, -1.8679], [0.4320, 3.1001, -0.1996], [0.7348, 0.9064, 3.5002], [-1.8331, 3.1653, 0.7741], [-0.9547, -2.0283, -2.0730], [0.2253, 2.1095, 2.5629], [-0.6342, 2.3471, 0.4460], [-0.2950, 1.0497, 1.2738], [1.3563, 3.0046, 2.4256], [2.1342, -1.8895, -0.5175], [-0.9422, 2.5790, 3.4041], [-0.1167, -1.5024, -0.9109]],
  "forces_ev_per_angstrom": [[-0.7, 0.6, -0.7], [-0.6, 0.4, -0.4], [-2.2, 1.9, 1.3], [-2.2, 0.1, 0.0], [0.8, -2.5, 0.6], [1.3, -0.8, 0.0], [1.1, -0.6, 4.1], [0.7, 0.8, 1.1], [6.1, -1.5, 1.7], [-1.0, -1.8, 1.6], [0.2, 0.6, -1.1], [3.0, -2.5, 0.3], [-7.2, -1.9, -4.8], [-1.2, -0.2, 8.3], [-5.0, 3.5, -8.5], [1.7, 4.6, 2.8], [-1.7, -1.8, -0.8], [0.0, 0.0, 0.0], [3.3, -1.3, -3.3], [3.6, 2.2, -2.2]],
  "mulliken_charge": [-0.36, -0.59, -0.51, -0.52, 0.79, -0.34, -0.55, -0.32, 0.91, -0.52, -0.24, -0.55, 0.99, 0.89, 0.93, 0.06, -0.48, -0.28, -0.55, 0.24]
}

=====

Entry 2:
{
  "formula": "C3H4O2",
  "method": "wB97M-V/def2-TZVPD",
  "multiplicity": 1,
  "e_tot_ev": -7264.2472,
  "orbital_gap_ev": [10.53, 5.94],
  "e_homo_ev": [-9.530, -6.923],
  "elements": ["H", "C", "H", "H", "O", "H", "C", "O", "C"],
  "coordinates": [[0.6031, -1.2715, 0.3916], [1.4040, -0.5542, -0.0890], [2.4424, -0.5422, -0.1739], [-0.7494, 1.5990, -0.8229], [-1.1864, -0.5349, -0.6403], [-2.5763, 0.4597, 0.7282], [-0.6229, 0.6710, -0.2634], [0.8358, 0.5983, -0.2387], [-1.5233, -0.0397, 0.6068]],
  "forces_ev_per_angstrom": [[2.8, 0.5, -0.9], [-3.9, -2.9, 1.8], [1.4, -0.4, 0.1], [-0.8, -0.4, 0.1], [-1.5, -0.5, -0.8], [1.5, -1.5, 0.1], [3.4, 0.4, -0.3], [-1.5, 3.0, -0.4], [-1.5, 1.8, 0.2]],
  "mulliken_charge": [0.25, -0.47, 0.34, 0.34, -0.31, 0.21, 0.12, -0.30, -0.17]
}

=====

Entry 3:
{
  "formula": "C3H6N",
  "method": "wB97M-V/def2-TZVPD",
  "multiplicity": 1,
  "charge": 1,
  "e_tot_ev": -4686.1349,
  "orbital_gap_ev": 11.05,
  "e_homo_ev": -16.573,
  "elements": ["N", "C", "H", "H", "C", "H", "C", "H", "H", "H"],
  "coordinates": [[0.8570, -0.4796, 0.3902], [1.5969, -1.4698, 0.1139], [0.4962, 1.5058, -0.1840], [-1.1465, 1.5353, 0.6652], [-0.0293, 0.3324, -0.0370], [2.0783, -2.2183, 0.6477], [-1.3876, 0.8304, -0.0516], [-2.3804, 0.3434, 0.1998], [-1.6905, 1.0710, -0.9346], [1.6059, -1.4504, -0.8096]],
  "forces_ev_per_angstrom": [[-2.4, -0.8, 0.4], [-1.8, 2.1, 5.9], [-0.4, -3.5, 0.0], [-0.9, 2.5, 1.1], [4.9, 4.2, 0.3], [0.9, -0.5, 1.9], [-2.2, -4.8, 4.6], [1.7, -0.8, 0.7], [-0.7, 3.0, -5.7], [0.9, -1.4, -9.3]],
  "mulliken_charge": [-0.11, -0.04, 0.24, 0.30, 0.24, 0.30, -0.95, 0.34, 0.40, 0.28]
}

=====

Entry 4:
{
  "formula": "C9H13NO3S",
  "method": "wB97M-V/def2-TZVPD",
  "multiplicity": 1,
  "e_tot_ev": -28009.3054,
  "orbital_gap_ev": 9.81,
  "e_homo_ev": -9.070,
  "elements": ["C", "C", "H", "C", "N", "C", "H", "H", "S", "H", "H", "C", "O", "H", "C", "O", "C", "H", "H", "H", "H", "O", "H", "C", "H", "H", "C"],
  "coordinates": [[-1.2002, 3.1689, -0.2737], [-2.3644, 2.5492, -0.6959], [0.8945, 3.2475, -0.3944], [1.3310, 0.4762, -0.9971], [1.5497, -2.8988, 1.2103], [-0.5088, -1.8676, 1.5043], [1.2260, -0.3821, -1.7152], [-0.5262, -1.0334, 2.2077], [1.5446, -0.2652, 0.6830], [-1.1050, 4.1858, 0.0816], [-1.1870, -0.5645, -1.6288], [-1.1307, 0.4908, -1.2288], [0.5639, -2.3218, -0.7741], [1.3712, -2.9476, -0.7871], [0.7498, -1.9063, 0.6986], [0.9387, 0.6077, 1.6459], [0.0044, 2.5969, -0.6399], [-1.3870, -1.4708, 0.7771], [-3.1663, 0.8995, -1.6343], [-0.9258, -2.8652, 2.0343], [-3.2998, 2.9499, -0.7767], [2.9383, -0.5874, 0.8207], [2.1512, 1.0581, -1.2706], [-2.2777, 1.2504, -1.2424], [2.4460, -2.5682, 1.2112], [1.3155, -3.0371, 2.1974], [0.0540, 1.2351, -1.0132]],
  "forces_ev_per_angstrom": [[0.1, 0.6, -1.4], [2.3, -2.2, -0.5], [-0.6, -1.4, -0.5], [-1.9, -2.1, -0.4], [-0.8, -1.4, 2.1], [-4.8, 0.3, -1.1], [0.4, 0.7, 0.9], [0.5, -0.4, 0.3], [0.8, 1.2, -1.1], [-0.6, 0.0, 0.2], [0.6, 1.3, 0.7], [0.3, 0.6, -1.3], [2.0, -0.3, 2.3], [-2.0, 1.1, -0.5], [-2.6, -1.3, -2.4], [-0.2, 0.0, 0.2], [0.9, -0.5, 1.3], [1.8, -1.2, 1.5], [-1.7, -1.1, -0.7], [1.5, 2.2, -1.5], [-2.2, 1.5, 0.4], [0.9, -0.2, 0.0], [1.7, 0.8, 0.1], [0.5, 1.4, 1.4], [3.5, 0.6, -0.1], [0.1, -0.3, -0.5], [-0.3, -0.1, 0.5]],
  "mulliken_charge": [-0.51, -0.50, 0.25, -1.28, -0.77, -1.55, 0.39, 0.40, 1.33, 0.36, 0.39, -0.39, -0.49, 0.32, 0.91, -0.67, -0.40, 0.29, 0.45, 0.40, 0.46, -0.79, 0.67, -0.57, 0.28, 0.26, 0.78]
}

=====

Entry 5:
{
  "formula": "C31H35N3O4",
  "method": "wB97M-V/def2-TZVPD",
  "multiplicity": 1,
  "e_tot_ev": -45374.9833,
  "orbital_gap_ev": 8.08,
  "e_homo_ev": -7.946,
  "elements": ["C", "H", "C", "H", "H", "H", "H", "C", "H", "C", "H", "C", "H", "C", "H", "C", "O", "C", "H", "H", "C", "H", "C", "H", "C", "C", "H", "H", "C", "C", "C", "C", "H", "C", "C", "H", "H", "H", "C", "H", "O", "C", "H", "C", "C", "H", "H", "H", "C", "C", "N", "C", "H", "C", "C", "C", "H", "H", "H", "N", "H", "H", "O", "H", "H", "C", "H", "N", "H", "H", "C", "O", "C"],
  "coordinates": [[-5.0411, -1.8290, -0.1041], [-2.8604, 2.3250, 4.6958], [0.7609, 0.1118, 0.7479], [4.9755, -0.5499, -5.2715], [0.7501, 0.7292, -4.2637], [-2.0836, 2.6526, 1.9544], [-5.7578, 1.4942, -0.2935], [1.3352, 0.7640, -2.1526], [4.6440, 3.0538, 1.6523], [-7.4258, -1.4911, -0.3930], [-2.8141, -0.0993, -0.6528], [-1.1445, 2.3277, 2.4279], [-3.5399, 1.2192, 0.2863], [-2.8228, 1.2334, 4.8030], [6.5472, -0.0885, -0.6310], [3.2583, 0.2784, 0.1916], [3.3005, -0.9621, -3.1735], [-4.8552, -0.4430, -0.0673], [0.8784, 1.4503, -1.4195], [3.7087, -2.4892, -4.5026], [4.5794, 2.1383, 1.0627], [5.7719, -0.3689, -3.6890], [-6.3304, -2.3575, -0.2535], [-8.0731, 0.5766, -0.5581], [3.3367, 1.5496, 0.7872], [-0.1779, -0.9169, -3.1668], [-0.5425, 1.2031, -3.1635], [4.4505, -1.3903, -0.4804], [-3.4791, 0.1231, 0.1988], [5.6721, 0.3496, -0.1367], [-2.8412, -0.4310, 1.4752], [1.9017, -0.4883, -0.0324], [-0.9660, 2.9366, 3.3250], [7.0333, 2.1408, 0.8601], [1.5877, -0.5905, -1.4548], [-6.4709, -3.4400, -0.2613], [6.1516, -1.7640, -4.7253], [-1.2760, -1.0094, -3.1688], [-7.2264, -0.1043, -0.4219], [0.0038, 1.1336, 4.5705], [2.9390, -2.5740, -1.6443], [5.3549, -1.0893, -4.3990], [-0.2577, -0.5729, 4.1295], [-3.4958, 0.0617, 2.7639], [0.4183, -1.4867, -1.8861], [4.6443, -2.5563, -2.9855], [-3.7970, 0.8649, 5.1295], [0.2062, -1.4982, -4.0181], [0.3137, 0.5240, -3.2797], [-0.0706, 0.4325, 3.7301], [8.0685, 2.6150, 1.1343], [-1.2566, 0.8473, 2.8413], [2.2815, 1.2335, -2.4649], [4.2618, -1.8974, -3.7674], [5.7533, 1.5484, 0.5719], [-0.4763, -0.4349, 0.8330], [2.0307, -1.5246, 0.3432], [-8.4339, -1.9017, -0.4878], [-0.7771, -1.2708, 0.1932], [-1.4589, -0.0089, 1.6730], [2.4492, 2.1201, 1.0539], [-2.8846, -1.5362, 1.4524], [-4.6843, -0.0224, 3.0593], [-0.3227, 2.4978, 1.7224], [-2.0578, 0.9800, 5.5429], [4.4607, -0.3381, -0.1814], [-4.1753, -2.4867, 0.0005], [-2.5095, 0.6067, 3.5442], [0.8821, 0.4352, 3.1935], [0.9600, 1.0041, 1.3313], [-5.9397, 0.4160, -0.2759], [-0.0042, -2.4877, -1.3323], [2.6589, -1.4784, -2.1214]],
  "forces_ev_per_angstrom": [[-0.6, 0.1, 0.0], [-0.1, -0.1, 0.1], [-0.7, 0.0, 0.2], [0.2, 0.0, 0.1], [-0.1, -0.1, 0.2], [0.3, -0.1, 0.1], [-0.2, -0.3, 0.1], [0.2, 0.2, 0.4], [-0.1, -0.2, -0.3], [0.3, 0.0, 0.0], [-0.1, 0.0, 0.3], [-0.2, 0.1, 0.2], [0.0, -0.3, -0.1], [0.1, 0.2, 0.1], [-0.2, 0.2, 0.6], [-0.5, -0.2, 0.3], [-0.2, -0.6, 0.0], [-0.1, 0.0, -0.1], [0.3, -0.4, -0.1], [0.1, 0.0, 0.1], [-0.2, -0.3, -0.2], [0.0, -0.1, -0.1], [0.1, 0.4, -0.1], [0.3, -0.3, 0.1], [0.4, 0.1, -0.1], [0.1, -0.1, -0.3], [0.3, -0.1, -0.1], [0.1, 0.6, -0.2], [-0.1, 0.3, -0.2], [0.0, -0.5, 0.1], [0.4, -0.3, 0.4], [0.8, -0.2, 2.6], [-0.1, 0.0, -0.3], [2.1, 1.1, 0.5], [0.2, -0.2, -3.0], [0.0, 0.3, 0.0], [-0.1, 0.1, 0.0], [0.5, -0.1, 0.1], [0.1, -0.2, -0.1], [0.0, -0.2, -0.2], [-0.7, 1.4, -0.8], [0.1, 0.2, -0.3], [0.1, 0.2, -0.1], [-0.8, 0.0, 0.3], [-1.9, -0.8, 0.5], [-0.2, 0.1, -0.2], [0.1, 0.1, -0.1], [-0.2, -0.1, 0.3], [-0.2, 0.5, -0.4], [-0.2, -0.2, 0.1], [-2.3, -1.0, -0.6], [0.1, 0.1, -0.3], [-0.4, -0.3, -0.1], [-0.1, 0.2, 0.1], [-0.4, 0.1, 0.0], [0.8, 0.3, -0.3], [0.3, 0.5, -0.2], [0.3, 0.1, 0.0], [0.2, 0.2, 0.5], [-0.3, -0.1, 0.1], [0.2, -0.3, 0.0], [-0.1, 0.4, 0.1], [1.3, 0.1, -0.3], [-0.2, -0.1, 0.2], [-0.2, 0.0, 0.0], [0.0, 0.0, -0.1], [-0.3, 0.1, 0.0], [-0.6, -0.1, -0.3], [-0.3, 0.0, 0.2], [0.0, -0.4, -0.2], [0.0, -0.4, 0.2], [0.8, 1.2, -0.6], [1.3, -1.1, 0.8]],
  "mulliken_charge": [-0.22, 0.34, -1.00, 0.30, 0.29, 0.39, 0.32, -1.05, 0.43, -0.43, 0.01, -1.40, 0.27, -1.03, 0.45, -0.43, -0.33, 0.61, 0.18, 0.35, -1.16, 0.26, -0.67, 0.36, -0.02, -0.81, 0.40, 0.56, -0.17, -1.22, -0.19, 1.44, 0.46, 0.00, 2.62, 0.37, 0.41, 0.39, -0.59, 0.48, -0.61, -1.14, 0.39, 0.08, -0.27, 0.35, 0.38, 0.33, -0.86, -1.74, -0.53, 0.58, 0.50, -0.34, 0.59, -0.49, 0.67, 0.36, 1.06, 0.38, 0.41, 0.32, -0.70, 0.16, 0.29, 0.05, 0.34, 0.23, 0.39, -0.42, -0.37, -0.65, -0.73]
}

=====

Entry 6:
{
  "formula": "C5H7NO",
  "method": "wB97M-V/def2-TZVPD",
  "multiplicity": 1,
  "e_tot_ev": -8832.7023,
  "orbital_gap_ev": 7.33,
  "e_homo_ev": -7.114,
  "elements": ["O", "N", "H", "C", "C", "H", "H", "H", "H", "H", "H", "C", "C", "C"],
  "coordinates": [[0.3056, 1.9527, 0.0784], [-0.4797, -0.1945, 0.1138], [2.4868, 0.0297, 0.2388], [1.3025, -1.5972, -0.5818], [0.4804, 0.6421, -0.0976], [-2.5429, -0.3873, -0.0384], [-0.7319, -2.3332, -0.0390], [1.1198, 2.4115, -0.1693], [-1.9209, -0.2111, 1.6190], [2.1048, 0.2663, -1.4638], [-1.9772, 1.2080, 0.5354], [1.7038, -0.1242, -0.5186], [0.0195, -1.5611, -0.1817], [-1.8105, 0.1304, 0.5858]],
  "forces_ev_per_angstrom": [[0.2, 0.0, -0.1], [0.3, 0.2, -0.1], [-0.1, 0.0, -0.1], [-0.4, 0.3, 0.2], [-0.1, -0.4, 0.0], [0.1, 0.1, 0.1], [0.2, 0.1, 0.0], [-0.1, 0.0, 0.1], [0.0, 0.0, -0.1], [-0.1, -0.1, 0.1], [0.0, -0.2, 0.0], [0.1, 0.2, 0.0], [0.1, -0.2, 0.0], [-0.1, 0.0, 0.0]],
  "mulliken_charge": [-0.51, 0.13, 0.33, -0.93, 0.49, 0.33, 0.33, 0.35, 0.32, 0.40, 0.32, -0.31, -0.32, -0.93]
}